# 1
Molecular formula: C6H37NO13
Method: DFT, ωB97M-V with the def2-TZVPD basis set

E_HOMO (eV): -8.8334
Energy (Eh): -1283.62741
HOMO-LUMO gap (eV): 8.75

The geometry in ORCA input format:
```
! wB97M-V def2-TZVPD RIJCOSX def2/J DEFGRID3
* xyz 0 1
H 0.59368 0.49151 2.33297
O 4.12449 1.67121 1.72011
H -0.89664 -0.83046 -3.61185
H -2.18113 0.86475 1.64429
H -2.63230 -1.23621 -3.23974
O 0.44175 -1.66978 4.10810
H -0.50901 1.78145 1.99021
O -4.24925 -0.22353 -0.28831
H -3.73458 -0.33718 0.52407
O 3.58707 -0.90398 2.37458
H -0.29256 1.61647 -0.34074
H 1.26361 2.03433 2.20454
O -1.43429 -1.32411 1.99568
C 0.52194 1.38028 1.68506
H -3.80579 1.75171 -0.96759
O 3.51589 -0.51652 -0.53153
H 0.56997 -0.06295 -2.10294
H -1.57280 0.17055 -1.41965
H 4.85222 1.06360 1.75019
C -1.33288 -0.89855 -1.56721
C 0.57297 1.06730 0.18911
H 3.44086 1.60113 2.36446
C 0.25786 -0.84299 -1.35217
H 2.85891 -0.73527 2.97506
H 1.23872 -0.89343 0.46876
H -0.74852 3.00674 -2.47815
H -4.12546 1.93453 -2.52293
H -0.65665 -1.44936 2.59103
O 2.41417 -3.81556 1.69387
C -1.55487 -1.42709 -2.99945
H -1.83695 -1.59479 -0.93419
H 1.32124 0.94485 -3.31031
H 2.85452 0.99987 -3.46662
N 0.48360 -0.37746 0.02201
H -0.99594 -1.12830 1.16216
O 2.04032 0.76908 -3.91555
H 3.27716 -1.12741 0.16061
O -3.08094 0.79542 2.01066
H -4.95911 -0.86716 -0.22203
H 0.60049 -1.24603 4.94190
H 1.85757 -3.11109 1.32086
H -3.02043 0.40869 2.87570
H 3.85219 0.27266 -0.05541
H -1.96308 2.10499 -2.51414
O -1.00335 1.98614 -2.58279
O -3.59047 2.28412 -1.78106
C 1.06626 -2.14117 -1.66339
H -1.42862 -2.50158 -3.08264
H 2.24594 -4.41604 0.97336
H 1.24317 -2.46125 -2.67980
H 1.54879 1.45928 -0.17215
O 1.50678 -2.76018 -0.72103
H -2.75769 3.75275 -1.05787
H 0.97556 -2.46014 4.11407
H 3.49533 -1.85235 2.18757
H -2.20400 4.60558 0.06317
O -2.05571 4.39291 -0.86296
*
```

These are the Mulliken partial charges, in e, on atoms 1 to 8:
1 H 0.091
2 O -0.614
3 H 0.385
4 H 0.301
5 H 0.413
6 O -0.610
7 H 0.170
8 O -0.618


# 2
Molecular formula: C4H12BrO2S2
Method: DFT, ωB97M-V with the def2-TZVPD basis set

E_HOMO (eV): -4.5213
Energy (Eh): -3680.43409
HOMO-LUMO gap (eV): 7.60

The geometry in ORCA input format:
```
! wB97M-V def2-TZVPD RIJCOSX def2/J DEFGRID3
* xyz -1 1
Br 14.37800 10.24900 32.43300
C 9.97200 9.37500 34.22400
O 9.37000 6.76100 33.87900
H 18.74500 8.16200 32.92800
H 17.14800 9.19700 32.34000
H 10.69200 10.11000 34.07700
H 12.09600 8.65400 31.96100
H 9.51400 9.22100 35.19100
C 18.27900 8.88500 32.19500
H 19.31500 10.46900 29.42200
C 18.64200 10.84900 30.21700
H 10.08900 8.98000 31.97100
H 18.45800 11.84000 30.15800
S 19.46700 10.21200 31.74200
S 10.60200 7.60600 33.88200
H 17.66900 10.46200 30.05500
H 9.16600 9.74100 33.68700
H 10.89900 7.23300 31.54300
H 17.98800 8.14700 31.30600
C 10.98100 8.22700 32.12600
O 20.72300 9.46500 31.34000
*
```

These are the Mulliken partial charges, in e, on atoms 1 to 8:
1 Br -0.895
2 C -1.218
3 O -0.621
4 H 0.297
5 H 0.191
6 H 0.451
7 H 0.171
8 H 0.328


# 3
Molecular formula: C29H24ClF2NO12P2
Method: DFT, ωB97M-V with the def2-TZVPD basis set

E_HOMO (eV): -8.4311
Energy (Eh): -3419.69690
HOMO-LUMO gap (eV): 6.75
Structure (SMILES): CC[C@@H](Cl)P(N(C(=O)F)C(=O)F)#P(O)O.O=C1C=CC(=O)C=C1.O=C1C=CC(=O)C=C1.O=C1C=CC(=O)C=C1.O=C1C=CC(=O)C=C1

The geometry in ORCA input format:
```
! wB97M-V def2-TZVPD RIJCOSX def2/J DEFGRID3
* xyz 0 1
H 4.89468 -1.73008 0.98739
H 5.51763 -0.96006 3.20784
H 5.84363 -0.44282 0.24233
H -5.50766 -3.33267 -7.05868
O 1.14339 5.43902 8.90512
C 0.09841 3.53767 7.99104
O 1.48864 -2.12192 2.16635
C -5.60516 -3.99265 -6.20608
C 3.07682 3.07320 2.88504
H 1.40033 2.79393 -6.25682
O 3.81575 2.79716 3.75704
H 5.71488 0.71359 2.65744
C -1.64379 -2.84516 -1.25475
O -7.48710 -5.00218 -7.20126
H -6.16693 -6.48964 -3.20342
H -0.61330 1.78435 7.03060
C 5.86105 -0.33650 2.37901
C 5.14759 -0.67003 1.05851
O -3.04400 -1.25590 -4.09858
H 3.45528 2.96280 5.98924
C 0.19320 2.49193 7.17522
C -1.90546 -1.81675 -0.22357
H 1.10731 -2.62165 1.42882
C -2.01500 -2.66326 -2.51704
H 1.08959 0.38543 -5.66248
H -3.48464 0.50130 -2.24812
N 2.30990 2.19646 2.10954
P 0.91458 -0.58946 2.04576
C -2.60609 -0.57695 -0.64598
C 0.98366 2.47405 -5.31021
H 6.93887 -0.47701 2.25517
C -2.97785 -0.39411 -1.90954
H -7.72594 -6.57105 -5.15617
H -0.54627 1.55067 -1.79523
C 0.81890 1.19304 -4.99416
H -1.13573 -3.74113 -0.92234
C 3.87182 0.15477 0.76476
C 0.02265 3.15518 -3.06058
F 2.77746 4.34983 2.59725
C -6.73085 -4.95972 -6.25535
O 0.74814 4.72430 -4.66075
C 1.97637 2.54029 0.77452
O -4.18850 -4.83136 -3.06212
C -2.70619 -1.42463 -2.94331
H -1.83422 -3.39722 -3.28904
C 1.43292 2.23552 6.40200
C -0.14014 1.87430 -2.74424
O 0.45616 -0.35533 3.58405
H -2.77900 0.15809 0.13027
C 0.24306 0.79317 -3.68493
F 2.58770 3.64503 0.33646
O 1.25220 1.93061 0.08485
C -4.94155 -4.86662 -4.01389
C 1.22970 4.48735 8.16098
O 1.51413 1.28206 5.65512
C 0.59728 3.55783 -4.36822
O -1.54402 -1.95818 0.92690
C 2.56541 3.17788 6.56754
H -3.95269 -3.24308 -5.10965
H -0.79309 3.75137 8.56676
C -6.89738 -5.87674 -5.09733
C -6.06831 -5.83328 -4.05872
P 2.89134 0.47652 2.31280
Cl 2.95490 -0.71633 -0.53841
H 1.13096 0.01680 4.17314
H -0.24654 3.96112 -2.38970
H 4.16077 1.09707 0.28758
C 2.46880 4.22375 7.38395
C -4.77359 -3.94779 -5.16846
H 3.27736 4.92956 7.52496
O 0.08777 -0.37579 -3.39619
*
```

These are the Mulliken partial charges, in e, on atoms 1 to 8:
1 H 0.272
2 H 0.328
3 H 0.371
4 H 0.428
5 O -0.543
6 C -0.348
7 O -0.531
8 C -0.485


# 4
Molecular formula: C42H44FeN2O2PS2
Method: DFT, ωB97M-V with the def2-TZVPD basis set

E_HOMO (spin up / spin down) (eV): -13.9480 / -13.9479
Expectation value of S²: 0.852
Energy (Eh): -4287.82719
HOMO-LUMO gap (spin up / spin down) (eV): 6.74 / 7.18

The geometry in ORCA input format:
```
! wB97M-V def2-TZVPD RIJCOSX def2/J DEFGRID3
* xyz 2 2
C 0.78862 3.59698 -4.71073
C -0.43058 -0.24522 3.68633
C 3.05729 -0.25094 0.44747
C -0.88746 2.15872 0.07377
C -4.72788 -3.17680 0.01316
H -2.90752 -5.34879 -2.59838
C 3.06949 0.60511 -0.81332
C 0.38658 -6.09163 1.46944
C 1.31270 -3.04611 -4.25066
C 1.96340 -1.33341 -2.67990
H -0.69811 2.30378 -5.55889
H 1.37498 -7.93676 -1.19788
C 0.37367 1.49949 2.05102
H -0.33908 3.19832 -1.75379
N 0.05038 -4.53568 -1.19944
H -0.75199 0.07987 5.80346
C -1.48541 -2.67569 -1.40082
C 2.01156 2.70413 -2.84233
C -0.90273 0.61569 4.86671
C -5.81969 -4.32696 -1.79524
H 1.93305 -4.55097 -0.27723
H -3.73900 -1.89114 -2.32005
O 1.84642 -0.32681 0.99971
C -6.77019 -4.81568 -0.90687
C -1.15597 -1.58701 3.67049
H -0.66192 -6.33288 -1.95456
H 2.80160 -4.52985 -4.69455
H 2.78847 2.84105 -2.10478
H 2.94206 1.63130 -0.46530
H 4.47264 -3.56028 -3.14834
H -0.18068 -9.24182 2.56654
H -0.26937 0.47432 -4.00132
C 0.30705 1.38298 -3.91017
H -2.78562 1.19531 -0.11288
C 0.26275 2.24441 0.88927
H -0.53467 -5.02299 -3.14720
H -0.36089 -6.89228 3.30969
H 1.73517 -5.65929 -1.63821
H -3.93751 -3.34054 -3.30536
P 1.58653 0.16926 -1.74740
S 0.66629 -2.43998 0.27900
C 0.97707 -7.70500 -0.21565
Fe 0.20692 -0.24631 0.00446
H -0.87340 -2.16255 4.55118
H -1.28321 4.12604 -0.60148
C -6.69363 -4.49118 0.43821
H 2.34870 4.64464 -3.67653
H 0.64128 -0.42810 3.80446
C -0.59412 0.54938 2.41234
H 1.04177 2.95366 0.63270
H -5.88361 -4.58019 -2.84759
H 1.26032 1.58514 2.66466
C -1.87664 1.25984 0.47098
C -1.72039 0.44346 1.59746
H -2.24028 -1.45828 3.70933
C -0.82162 -5.26957 -2.12181
H 3.99381 0.54136 -1.38114
H -2.57823 -5.28630 -0.86508
S -1.63620 -0.99060 -1.29018
C 3.49933 -3.10066 -3.25739
H -7.56824 -5.44999 -1.26815
H 3.96274 -1.54295 -1.88105
C 1.28494 1.51411 -2.92136
C 0.06026 2.41887 -4.79614
C -4.80018 -3.50382 -1.33950
H 0.69502 -9.76297 0.31625
C -5.66984 -3.67101 0.89962
H -1.96644 0.84479 4.77290
H 0.59801 4.40312 -5.40634
C -2.25583 -4.91777 -1.84116
H 0.32854 -5.06194 1.80724
H -2.49991 -0.26563 1.84433
C -0.25086 -3.32196 -0.83415
C 1.25725 -5.26625 -0.73956
C 0.59951 -8.73450 0.63735
H -0.35510 1.55687 4.92350
H -0.90406 -2.17598 2.78556
O 4.03936 -0.76618 0.89936
H -3.93549 -2.52618 0.37237
N -2.41708 -3.45476 -1.88562
H 0.02650 -1.46126 -3.63042
C -1.15459 3.13251 -1.03633
C 0.10994 -8.44084 1.90022
C -3.75780 -2.97670 -2.29355
C 2.55968 -3.64721 -4.11693
H 0.58671 -3.45143 -4.94493
C 0.00476 -7.11876 2.31700
C 1.00576 -1.90713 -3.52337
H -5.61574 -3.41286 1.94907
H -7.43300 -4.87259 1.12939
C 1.76747 3.73457 -3.73781
H -2.07094 2.87856 -1.56632
C 0.87166 -6.38236 0.19609
C 3.20830 -1.94405 -2.54387
*
```

These are the Mulliken partial charges, in e, on atoms 1 to 8:
1 C -0.567
2 C 0.293
3 C 0.145
4 C 1.629
5 C 0.082
6 H 0.584
7 C -1.223
8 C -0.230


# 5
Molecular formula: C8H30B2N2O2Pt
Method: DFT, ωB97M-V with the def2-TZVPD basis set

E_HOMO (spin up / spin down) (eV): -7.2415 / -7.9915
Expectation value of S²: 2.004
Energy (Eh): -751.57848
HOMO-LUMO gap (spin up / spin down) (eV): 7.19 / 7.89

The geometry in ORCA input format:
```
! wB97M-V def2-TZVPD RIJCOSX def2/J DEFGRID3
* xyz 0 3
O -0.18054 -0.48515 -2.12281
H -0.18334 -0.48346 -4.20473
H -0.73111 -4.60965 -1.53500
H 0.36605 2.65196 -0.22684
H 2.18648 -0.41346 -1.52611
H 0.84492 -2.77114 -1.15773
C -0.16046 1.71675 3.99802
C -0.41021 0.16832 -3.35612
H 3.96304 -0.20817 -0.78326
H -1.90603 -1.55024 -1.84584
C -1.26105 1.59099 1.76867
C -0.19869 -2.57118 -0.91154
O -1.33753 0.90021 0.53764
H 0.25307 1.02984 -3.38125
H 1.53530 1.70702 2.09089
H -0.59467 -0.06978 2.94273
C -0.95608 -3.88339 -0.75108
N -0.17476 -1.81631 0.36896
H 1.73313 0.23797 2.58051
H 1.38171 2.05018 -1.81987
H -0.92226 2.62149 1.59521
Pt 0.80846 0.21204 -0.15614
H -0.70423 -4.40199 0.17691
H -1.12254 -1.65203 0.70201
H -2.23841 1.60481 2.25898
H -2.03985 -3.73428 -0.73371
B 1.48254 2.55245 -0.72110
H -3.28132 1.47085 0.12706
C -0.23803 0.93579 2.69014
H -0.75534 -2.26187 -2.96404
H 2.00776 3.63224 -0.71427
C -2.29206 1.49131 -0.34149
H 2.53363 -0.86093 0.36807
H 2.16772 1.84447 0.00502
H -2.31150 0.88740 -1.24341
H 3.19019 -2.03263 -1.09941
H 0.25646 -2.39000 1.08636
H -1.45739 0.48520 -3.43973
H -2.01193 2.52421 -0.55505
H 0.53666 1.27774 4.71177
N 1.07819 0.79469 2.03613
B 2.97591 -0.89358 -0.75157
H -1.13544 1.69598 4.49089
C -0.83351 -1.74467 -2.00269
H 0.13704 2.75002 3.80883
*
```

These are the Mulliken partial charges, in e, on atoms 1 to 8:
1 O -0.249
2 H 0.308
3 H 0.421
4 H -0.337
5 H -0.128
6 H 0.160
7 C -1.651
8 C -0.952